[1]
This record from the Open Molecules 2025 dataset describes 2 unconnected molecules or ions with the total composition CH5BO3. The level of theory is wB97M-V/def2-TZVPD.

Values from the calculation:
Net charge: 0
Frontier orbital gap (spin up / spin down): 0.31740 / 0.31745 Eh
HOMO energy (spin up / spin down): -8.8 / -8.8 eV

Each atom is followed by the atoms it is bonded to, with distances in Å.
Cartesian coordinates (Å):
1 H -1.0418 -2.0318 2.3296  O9 1.005
2 O 1.1991 -1.1481 -0.6602  H7 0.903, B10 1.311
3 H 0.3921 2.5122 -0.1231  C5 1.075
4 H 0.2241 1.3953 -1.5687  C5 1.077
5 C -0.1945 1.7865 -0.6565  H3 1.075, H4 1.077, O6 1.534, H8 1.109
6 O -0.2932 0.5518 0.2487  C5 1.534, B10 1.322
7 H 1.0184 -2.0330 -0.6728  O2 0.903
8 H -1.2552 2.0789 -0.7957  C5 1.109
9 O -0.3450 -2.4859 1.7657  H1 1.005
10 B 0.2961 -0.6259 0.1330  O2 1.311, O6 1.322

---

[2]
This record from the Open Molecules 2025 dataset describes 13 unconnected molecules or ions with the total composition C16H44N12O26. The level of theory is wB97M-V/def2-TZVPD.

Values from the calculation:
Net charge: 0
Frontier orbital gap: 0.36790 Eh
HOMO energy: -10.3 eV

Each atom is followed by the atoms it is bonded to, with distances in Å.
Cartesian coordinates (Å):
1 H 2.1623 -4.3855 -22.2234  C44 1.090
2 H -1.1012 -2.5130 -15.1764  C64 1.090
3 H -13.2421 -11.1087 -19.2928  C69 1.090
4 C -9.9536 -9.5840 -25.6462  H11 1.090, H15 1.090, N23 1.530, H37 1.090
5 H 1.9003 -11.7233 -19.7379  C90 1.090
6 H -6.9538 -6.8425 -12.6906  C62 1.090
7 O 2.5576 -9.9122 -21.5625  N54 1.211
8 H -5.4356 -1.4424 -22.5077  C80 1.090
9 C -3.6954 -1.2550 -23.5104  O47 1.389, C80 1.526, O81 1.234
10 C -3.0239 -8.2399 -26.1527  H32 1.090, N45 1.527, H50 1.090, H60 1.090
11 H -10.7685 -9.5271 -26.3679  C4 1.090
12 O -3.6839 -14.2231 -19.2959  N36 1.238
13 O -3.6676 -0.7836 -15.7989  N91 1.207
14 H -1.8381 -0.1298 -25.0208  C48 1.090
15 H -9.1632 -10.2045 -26.0685  C4 1.090
16 O 0.4842 -4.7967 -20.4048  N63 1.213
17 H -5.5023 -7.8167 -20.0225  C33 1.090
18 H -2.2748 -11.3341 -12.7311  C59 1.090
19 H 1.4518 -12.8366 -21.0528  C90 1.090
20 O -11.5822 -9.1137 -18.6111  N76 1.258
21 C -10.0513 -3.6370 -19.6085  H26 1.090, N30 1.487, H73 1.090, H93 1.090
22 H -6.0951 -15.0273 -19.8216  C70 1.090
23 N -9.3533 -8.1809 -25.5385  C4 1.530, O61 1.201, O87 1.246
24 N -7.5126 -12.8568 -14.9115  O38 1.233, C51 1.454, O56 1.220
25 H -13.9422 -10.0238 -18.1392  C69 1.090
26 H -9.8998 -2.6992 -20.1430  C21 1.090
27 H -6.0584 -13.3121 -20.4488  C70 1.090
28 O -10.1300 -3.1178 -17.3549  N30 1.224
29 O -1.7176 -0.8711 -16.6920  N91 1.235
30 N -9.3940 -3.3435 -18.3070  C21 1.487, O28 1.224, O57 1.209
31 H -5.9125 -14.6635 -21.5370  C70 1.090
32 H -3.3627 -8.2223 -27.1886  C10 1.090
33 C -5.5592 -8.2502 -19.0241  H17 1.090, N49 1.445, H53 1.090, H85 1.090
34 H -8.5578 -6.0353 -12.6040  C62 1.090
35 H -7.3152 -14.8954 -14.2417  C51 1.090
36 N -4.1644 -14.2251 -20.4372  O12 1.238, O67 1.241, C70 1.503
37 H -10.2810 -9.8964 -24.6545  C4 1.090
38 O -7.1529 -11.7136 -14.6226  N24 1.233
39 H 0.4352 -11.4026 -20.5478  C90 1.090
40 O -3.8623 -9.6834 -10.7185  N72 1.221
41 O -3.4791 -8.7663 -18.1185  N49 1.265
42 H -1.3885 1.0199 -23.8849  C48 1.090
43 O -4.1071 -9.5682 -24.5187  N45 1.204
44 C 1.2011 -4.8014 -22.5254  H1 1.090, N63 1.463, H77 1.090, H82 1.090
45 N -3.6112 -9.5427 -25.6149  C10 1.527, O43 1.204, O83 1.237
46 H -7.4818 -5.8097 -14.0078  C62 1.090
47 O -2.8505 -0.1937 -23.2103  C9 1.389, C48 1.417
48 C -2.2818 0.5383 -24.2826  H14 1.090, H42 1.090, O47 1.417, C84 1.616
49 N -4.3781 -7.8899 -18.2730  C33 1.445, O41 1.265, O55 1.235
50 H -3.4056 -7.3429 -25.6652  C10 1.090
51 C -7.5664 -13.8934 -13.8939  N24 1.454, H35 1.090, H68 1.090, H88 1.090
52 H -2.8008 -3.0751 -14.8168  C64 1.090
53 H -5.6498 -9.3228 -19.1956  C33 1.090
54 N 1.9560 -10.9295 -21.8269  O7 1.211, C90 1.499, O98 1.218
55 O -4.3094 -6.7603 -17.7796  N49 1.235
56 O -7.8873 -13.1835 -16.0255  N24 1.220
57 O -8.1882 -3.4111 -18.2519  N30 1.209
58 H -2.8553 -9.6669 -13.1825  C59 1.090
59 C -2.3998 -10.2973 -12.4188  H18 1.090, H58 1.090, N72 1.483, H92 1.090
60 H -1.9505 -8.4242 -26.1085  C10 1.090
61 O -9.3084 -7.5033 -26.5290  N23 1.201
62 C -7.5208 -5.9420 -12.9265  H6 1.090, H34 1.090, H46 1.090, N79 1.508
63 N 0.3160 -5.3236 -21.4843  O16 1.213, C44 1.463, O86 1.210
64 C -2.1170 -2.2304 -14.8999  H2 1.090, H52 1.090, H65 1.090, N91 1.451
65 H -2.1520 -1.6378 -13.9857  C64 1.090
66 O -12.5312 -8.5868 -20.5267  N76 1.210
67 O -3.4637 -14.3800 -21.4493  N36 1.241
68 H -7.0860 -13.6615 -12.9433  C51 1.090
69 C -13.6707 -10.1117 -19.1912  H3 1.090, H25 1.090, H75 1.090, N76 1.525
70 C -5.6613 -14.3238 -20.5322  H22 1.090, H27 1.090, H31 1.090, N36 1.503
71 H -3.8244 2.1808 -24.2429  C84 1.090
72 N -3.2140 -10.5906 -11.2149  O40 1.221, C59 1.483, O89 1.225
73 H -9.5351 -4.5000 -20.0291  C21 1.090
74 O -5.6864 -5.3062 -11.5468  N79 1.246
75 H -14.5203 -9.9345 -19.8506  C69 1.090
76 N -12.5017 -9.1722 -19.4681  O20 1.258, O66 1.210, C69 1.525
77 H 1.3599 -5.5663 -23.2855  C44 1.090
78 O -7.1102 -3.7455 -12.0684  N79 1.258
79 N -6.7058 -4.9331 -12.1579  C62 1.508, O74 1.246, O78 1.258
80 C -4.4427 -1.8520 -22.3218  H8 1.090, C9 1.526, H94 1.090, H97 1.090
81 O -3.8875 -1.7316 -24.6322  C9 1.234
82 H 0.6934 -3.9327 -22.9445  C44 1.090
83 O -3.7102 -10.4241 -26.4773  N45 1.237
84 C -3.4302 1.4556 -24.9548  C48 1.616, H71 1.090, H95 1.090, H96 1.090
85 H -6.4676 -7.7996 -18.6243  C33 1.090
86 O -0.4751 -6.2202 -21.6667  N63 1.210
87 O -8.9375 -7.7391 -24.4502  N23 1.246
88 H -8.6077 -14.1115 -13.6568  C51 1.090
89 O -3.3013 -11.7493 -10.8277  N72 1.225
90 C 1.4359 -11.7983 -20.7212  H5 1.090, H19 1.090, H39 1.090, N54 1.499
91 N -2.5694 -1.2756 -15.8945  O13 1.207, O29 1.235, C64 1.451
92 H -1.5731 -9.6967 -12.0392  C59 1.090
93 H -11.1266 -3.7192 -19.4503  C21 1.090
94 H -4.1634 -1.4886 -21.3328  C80 1.090
95 H -3.0703 1.9501 -25.8571  C84 1.090
96 H -4.2842 0.8384 -25.2336  C84 1.090
97 H -4.4944 -2.9405 -22.3015  C80 1.090
98 O 1.5867 -11.1538 -22.9652  N54 1.218

---

[3]
This record from the Open Molecules 2025 dataset describes C5H6O in the gas phase. The level of theory is wB97M-V/def2-TZVPD.

Values from the calculation:
Structure (SMILES): C#CCCC=O
Net charge: 0
Frontier orbital gap: 0.39548 Eh
HOMO energy: -9.9 eV

Each atom is followed by the atoms it is bonded to, with distances in Å.
Cartesian coordinates (Å):
1 H -2.7509 -0.5483 1.0870  C8 1.114
2 H -0.2984 -0.9835 1.1565  C9 1.098
3 C 0.2671 0.2063 -0.6321  H4 1.093, C5 1.451, H7 1.095, C9 1.546
4 H -0.1912 0.9988 -1.2290  C3 1.093
5 C 1.6792 0.3246 -0.3206  C3 1.451, C11 1.207
6 H 3.8339 0.2071 0.1475  C11 1.056
7 H 0.4419 -0.5777 -1.3767  C3 1.095
8 C -2.0833 -0.2460 0.2486  H1 1.114, C9 1.509, O10 1.207
9 C -0.6222 -0.0969 0.5960  H2 1.098, C3 1.546, C8 1.509, H12 1.108
10 O -2.5392 -0.0376 -0.8499  C8 1.207
11 C 2.8420 0.0366 -0.1739  C5 1.207, H6 1.056
12 H -0.5790 0.7167 1.3467  C9 1.108

---

Q: Number 3 is which compound?
A: C5H6O